1.
DFT (wB97M-V/def2-TZVPD) results for a structure of composition C28H30ClN8O7Tl.

```
75
Properties=species:S:1:pos:R:3:forces:R:3
Tl -0.10067 -0.30782 -0.36952 -0.33 -0.36 -0.40
N 1.17718 0.46263 -3.22304 -0.12 -0.03 0.03
C 0.26439 0.13351 -4.31920 0.22 -0.05 0.07
C -1.13944 -0.36462 -3.92708 -0.12 0.15 -0.65
O -1.78195 -0.82484 -4.90994 -0.01 0.00 0.21
N -1.52430 -0.16453 -2.69059 -0.13 -0.11 0.37
C -2.87139 -0.61641 -2.35298 0.20 0.41 -0.32
C -2.96206 -1.84142 -1.45721 -0.11 -0.68 0.71
O -4.05160 -2.45299 -1.44478 0.04 0.13 -0.12
O -1.96472 -2.10575 -0.71999 0.17 0.12 0.03
H 2.02850 0.88454 -3.57182 0.02 0.02 -0.05
H 1.46140 -0.37883 -2.73358 0.01 -0.03 0.08
H 0.65226 -0.61775 -5.01418 0.06 -0.07 -0.01
H 0.11104 1.04259 -4.91156 0.04 -0.13 -0.05
H -3.49554 -0.80515 -3.22516 0.03 0.08 -0.11
H -3.36098 0.16552 -1.74830 -0.05 0.08 -0.11
O 0.78451 0.06428 8.54341 0.18 -0.21 -0.05
N 1.13908 -0.64197 7.61464 -0.11 -0.06 -0.47
O 1.89133 -1.59387 7.72903 -0.18 0.29 0.25
C 0.60713 -0.32777 6.25482 0.37 -0.37 0.16
C -0.27501 0.68360 6.21368 -0.30 0.36 -0.04
C -0.87414 1.09449 4.98459 0.01 0.01 0.27
C -1.79901 2.15157 4.91391 -0.04 0.07 0.02
C -2.32780 2.49104 3.69988 0.02 -0.03 -0.05
C -1.91715 1.76184 2.56367 -0.04 0.06 0.04
N -1.06410 0.77008 2.61423 0.04 -0.07 0.04
C -0.54308 0.42798 3.80496 0.02 -0.06 -0.21
C 0.41052 -0.67220 3.84937 -0.04 0.08 -0.06
N 0.67918 -1.25714 2.67448 -0.06 -0.03 0.07
C 1.54499 -2.23500 2.63415 0.11 -0.03 -0.01
C 2.21402 -2.69433 3.78067 -0.01 0.00 -0.14
C 1.94661 -2.11606 4.99041 -0.02 0.09 0.09
C 1.00710 -1.06111 5.06584 0.12 -0.08 0.18
H -0.53045 1.19349 7.13220 -0.02 0.00 -0.03
H -2.07337 2.68113 5.81949 -0.01 0.00 -0.01
H -3.04136 3.29750 3.59879 0.00 0.00 -0.01
H -2.29385 2.00749 1.57376 -0.01 0.01 0.03
H 1.72979 -2.66750 1.65524 0.01 -0.01 0.03
H 2.94000 -3.49261 3.70258 0.00 0.01 -0.02
H 2.45574 -2.45384 5.87572 -0.02 -0.01 -0.04
Cl 7.73986 -2.37720 1.67045 -0.09 0.04 -0.02
C 6.24213 -1.58649 1.17474 0.04 0.04 0.05
C 5.97241 -0.27614 1.61534 0.01 -0.02 0.00
C 4.82509 0.35444 1.23329 0.04 -0.05 -0.02
C 3.83387 -0.25462 0.35722 -0.07 0.05 0.07
O 2.82028 0.37722 0.00368 0.17 -0.01 -0.04
C 4.13989 -1.62109 -0.03010 0.01 -0.14 -0.04
C 3.26494 -2.46355 -0.83385 0.01 0.09 0.07
O 2.15031 -2.23537 -1.25990 0.09 0.09 -0.04
C 5.33923 -2.23109 0.37864 -0.01 -0.04 0.00
H 6.68728 0.22111 2.26165 -0.01 0.00 0.00
H 4.60899 1.36132 1.57184 0.00 0.00 -0.01
H 3.71573 -3.46306 -1.04456 0.04 -0.01 -0.01
H 5.53902 -3.24735 0.05196 0.00 0.01 0.00
C 2.07320 4.00734 -1.38026 0.06 -0.06 0.02
N 0.75067 3.88835 -0.77629 -0.03 0.21 0.03
C 0.83378 3.34279 0.57156 -0.03 -0.02 0.01
C -0.23793 3.30362 -1.57722 0.16 -0.19 -0.31
N -0.91628 2.32901 -1.13660 -0.33 0.19 0.45
N -0.32695 3.85122 -2.86851 0.01 -0.13 0.07
C -1.17086 3.14249 -3.81279 -0.03 0.10 0.08
C -0.39902 5.29116 -2.98836 0.02 -0.01 0.00
H 2.62019 3.05838 -1.31430 -0.02 -0.01 0.00
H 2.64613 4.77459 -0.85223 -0.01 0.01 0.02
H 1.99186 4.28532 -2.42719 -0.01 0.02 0.00
H 1.44532 4.01927 1.17459 0.03 -0.01 0.01
H 1.28032 2.34030 0.58329 -0.01 0.05 0.00
H -0.16448 3.27714 1.00018 0.06 0.04 -0.01
H -1.58327 1.93747 -1.79248 -0.02 -0.03 -0.12
H -1.06675 2.06587 -3.69215 -0.02 0.16 0.07
H -0.87319 3.41170 -4.82830 0.00 0.03 0.00
H -2.23271 3.40122 -3.68641 -0.03 0.02 0.00
H 0.04627 5.76266 -2.11544 0.02 -0.01 -0.01
H -1.44350 5.62727 -3.06946 -0.02 0.02 0.02
H 0.13091 5.63417 -3.88295 -0.01 -0.01 -0.02
```
Forces are in eV/Å.

LUMO level: 0.09252 Ha
HOMO: -1.55 eV
Orbital gap: 0.1493 Eh
Molar mass: 830.43 g mol⁻¹
Net charge: -2
Strongest force on any atom: 0.983 eV Å⁻¹
Multiplicity: 1

Atom-resolved charges from Mulliken, all expressed in e:
1 Tl 0.754
2 N -0.134
3 C -0.784
4 C 0.534
5 O -0.867
6 N 0.004
7 C -0.687
8 C 0.491
9 O -0.836
10 O -0.626
11 H 0.196
12 H -0.057
13 H 0.328
14 H 0.302
15 H 0.345
16 H 0.138
17 O -0.668
18 N 1.062
19 O -0.637
20 C -0.590
21 C -0.603
22 C 1.475
23 C -0.683
24 C -0.844
25 C -0.345
26 N 0.088
27 C -0.520
28 C -0.226
29 N -0.049
30 C -0.383
31 C -0.802
32 C -0.391
33 C 0.881
34 H 0.511
35 H 0.419
36 H 0.403
37 H 0.485
38 H 0.507
39 H 0.410
40 H 0.498
41 Cl -0.308
42 C 0.173
43 C -0.474
44 C -0.557
45 C -0.030
46 O -0.126
47 C 1.322
48 C -0.578
49 O -0.459
50 C -0.961
51 H 0.368
52 H 0.371
53 H 0.116
54 H 0.266
55 C -1.032
56 N -0.008
57 C -0.553
58 C 0.483
59 N -0.352
60 N 0.347
61 C -0.749
62 C -1.270
63 H 0.196
64 H 0.337
65 H 0.384
66 H 0.304
67 H 0.043
68 H 0.153
69 H 0.011
70 H -0.265
71 H 0.312
72 H 0.343
73 H 0.425
74 H 0.371
75 H 0.295



2.
DFT (wB97M-V/def2-TZVPD) results for an isolated molecule of C5H8O.

```
14
Properties=species:S:1:pos:R:3:forces:R:3
O 1.24610 -1.39198 1.00446 0.10 0.19 0.13
C 0.83115 -0.74877 -0.20187 -0.05 0.13 -0.31
C 1.06481 0.75602 -0.19050 0.02 -0.01 -0.06
C -0.08037 1.43119 -0.11861 -0.01 -0.11 0.57
C -1.24929 0.49980 0.06406 -0.03 -0.16 -0.52
C -0.68973 -0.84595 -0.43865 0.01 -0.03 0.11
H 1.22962 -0.75095 1.72367 -0.07 -0.02 -0.06
H 1.39064 -1.26282 -0.99030 -0.07 0.11 0.07
H 2.05339 1.20179 -0.15075 -0.05 -0.10 -0.13
H -0.20760 2.49836 0.04809 0.27 -0.10 -0.28
H -2.18003 0.79444 -0.43207 0.20 0.03 0.04
H -1.42883 0.50369 1.13526 -0.37 -0.24 0.25
H -0.87684 -0.95861 -1.51489 -0.01 0.14 0.22
H -1.10300 -1.72622 0.06210 0.06 0.16 -0.03
```
Forces are in eV/Å.

LUMO level: 0.03583 Ha
HOMO: -9.65 eV
Orbital gap: 0.3905 Eh
Molar mass: 84.12 g mol⁻¹
SMILES: O[C@@H]1C=CCC1
Strongest force on any atom: 0.585 eV Å⁻¹
Multiplicity: 1

Atom-resolved charges from Mulliken, all expressed in e:
1 O -0.571
2 C 0.100
3 C -0.685
4 C -0.200
5 C -0.649
6 C -0.615
7 H 0.357
8 H 0.324
9 H 0.393
10 H 0.369
11 H 0.356
12 H 0.250
13 H 0.289
14 H 0.281



3.
DFT (wB97M-V/def2-TZVPD) results for a structure of composition C30H45ClIrO2P2 in a non-equilibrium geometry.

```
81
Properties=species:S:1:pos:R:3:forces:R:3
Ir -1.97354 0.06140 -0.91920 2.67 -3.00 2.72
C 0.87256 1.46231 2.52082 -0.12 -0.18 0.49
C -0.14823 0.57063 2.96442 0.15 -0.28 -0.48
C 1.80116 -0.63239 2.63676 -0.26 -0.08 0.29
C 2.09287 0.73916 2.43109 -0.34 0.18 0.06
C 0.39869 -0.74260 2.88526 -0.25 -0.15 0.21
C 0.78510 2.93399 2.42640 -0.17 0.64 0.05
H -0.25294 3.29746 2.44983 0.57 -0.12 0.21
H 1.24987 3.31400 1.49645 -0.05 -0.18 0.50
H 1.31120 3.36823 3.29658 -0.11 0.03 -0.41
C 3.41993 1.36869 2.43012 0.42 0.56 0.17
H 3.29978 2.44626 2.64750 0.27 -0.49 -0.26
H 3.93304 1.25065 1.46075 -0.14 -0.02 0.27
H 4.03779 0.94167 3.24061 -0.12 0.04 -0.43
C 2.77646 -1.70458 2.89499 0.30 -0.54 -0.08
H 3.12257 -1.63207 3.94970 -0.09 0.06 -0.46
H 3.66074 -1.61962 2.23874 -0.37 -0.11 0.29
H 2.31576 -2.70603 2.79389 0.33 0.53 -0.08
C -0.28355 -2.00024 3.27519 -0.24 -0.28 0.51
H -0.03133 -2.18488 4.34042 -0.11 -0.21 -0.36
H 0.04471 -2.85744 2.65361 -0.09 0.47 0.51
H -1.38226 -1.91384 3.18202 0.69 -0.05 0.26
C -1.51430 0.90529 3.47081 -0.53 0.22 -0.10
H -1.57643 0.85982 4.59808 0.09 -0.06 -1.17
H -2.27558 0.21770 3.02421 0.59 0.36 0.50
H -1.80482 1.92732 3.15283 0.16 -0.53 0.41
C -1.96227 1.38080 -3.18747 -0.66 0.97 -2.12
C -2.28862 2.51435 -2.32901 0.72 0.28 -0.04
C -3.82001 2.62062 -2.00479 0.67 0.22 0.01
C -4.60380 1.32088 -1.67163 -0.76 0.43 0.58
C -3.93372 0.12096 -1.04615 -1.58 -1.26 -2.04
C -3.30504 -0.95094 -1.91796 -2.86 0.69 1.23
C -3.18505 -0.84369 -3.39360 -0.26 -0.08 -0.53
C -2.87414 0.53627 -4.00727 0.08 -0.61 -1.45
H -4.27902 3.00674 -2.93521 0.45 -0.04 0.30
H -5.15503 1.00547 -2.57509 0.09 0.15 0.48
H -4.03538 3.41638 -1.26932 0.26 -0.41 -0.16
H -3.76774 1.03753 -4.44270 0.33 -0.09 0.76
H -1.01001 1.51320 -3.74268 -0.61 0.03 0.79
H -1.90431 3.49459 -2.64862 -0.47 0.00 -0.69
H -2.27716 0.28797 -4.91513 -0.49 0.24 0.42
H -2.45309 -1.57264 -3.78747 -0.31 0.21 0.39
H -3.50514 -1.97062 -1.61712 0.25 -0.16 0.17
H -4.16372 -1.16754 -3.70884 -0.43 -0.31 -0.76
H -5.32532 1.63461 -0.90169 -0.22 -0.05 -0.59
H -4.38545 -0.21217 -0.07934 0.44 0.16 -0.81
P -0.74795 2.16843 -1.09334 -0.75 0.44 -2.04
C 0.81825 2.94937 -1.36984 0.01 1.52 -0.09
C -1.60568 2.94278 0.27971 0.10 -0.12 1.33
P -1.42533 -1.72988 0.54630 -0.09 0.75 -0.94
C -0.25782 0.50141 -1.72612 0.80 -0.40 0.11
C -3.00416 -2.53326 1.01688 -0.42 0.47 0.09
C -0.76554 -3.07317 -0.49630 0.47 0.13 -0.81
H 1.64587 2.35203 -0.94176 -0.35 -0.10 -0.12
H 0.80235 3.97919 -0.98774 0.28 -0.08 -0.23
H 0.91619 2.94380 -2.46482 0.29 0.12 0.24
H -2.68729 2.93920 0.09085 0.55 -0.15 0.16
H -1.23624 3.97954 0.29678 -0.09 -0.22 0.19
H -1.39125 2.43132 1.21750 -0.22 0.34 -0.08
H -1.36325 -3.21419 -1.42824 0.42 -0.02 0.67
H -0.78009 -4.00524 0.09484 0.05 0.30 -0.25
H 0.27222 -2.77557 -0.75393 -0.55 -0.41 0.03
H 0.56275 0.04557 -1.14465 0.16 -0.09 0.03
H -0.37387 0.16354 -2.78619 1.05 0.83 1.15
H -2.80404 -3.34683 1.72676 -0.08 0.19 -0.13
H -3.57612 -2.92731 0.16297 0.19 0.07 0.36
H -3.58026 -1.73868 1.50937 -0.24 -0.46 0.08
Cl 7.40111 -4.14590 -1.26211 0.45 -0.34 0.01
C 6.10127 -3.07199 -0.97489 -0.88 0.85 0.26
C 6.24641 -1.71018 -1.30902 -0.47 -0.50 0.12
C 5.14997 -0.85976 -1.16487 0.02 -0.45 0.31
C 3.93763 -1.35838 -0.67001 0.31 -0.02 -0.26
C 3.81279 -2.70750 -0.29900 0.40 0.30 -0.18
C 4.90143 -3.56742 -0.42820 0.15 0.54 -0.25
C 2.75425 -0.42640 -0.62155 -0.71 -0.85 0.20
O 2.96540 0.80708 -0.67463 -0.50 -0.38 0.18
O 1.62042 -1.03203 -0.52606 1.33 0.85 0.51
H 7.18804 -1.33218 -1.69624 -0.12 -0.20 0.02
H 5.20567 0.19784 -1.43540 0.01 -0.41 0.10
H 2.85820 -3.08484 0.07620 0.31 0.22 -0.17
H 4.79342 -4.60402 -0.12405 0.25 0.09 -0.18
```
Forces are in eV/Å.

LUMO level (spin up / spin down): -0.11605 / -0.18591 Ha
HOMO (spin up / spin down): -9.58 / -10.41 eV
Orbital gap (spin up / spin down): 0.2359 / 0.1968 Eh
Molar mass: 727.31 g mol⁻¹
Net charge: +1
Strongest force on any atom: 4.847 eV Å⁻¹
⟨S²⟩: 6.042
Multiplicity: 5

Atom-resolved charges from Mulliken, all expressed in e:
1 Ir 0.509
2 C 1.241
3 C -0.028
4 C 0.466
5 C 1.037
6 C 1.040
7 C -2.337
8 H 0.561
9 H 0.341
10 H 0.594
11 C -1.581
12 H 0.451
13 H 0.207
14 H 0.365
15 C -1.778
16 H 0.355
17 H 0.385
18 H 0.390
19 C -1.347
20 H 0.437
21 H 0.410
22 H 0.362
23 C -1.371
24 H 0.359
25 H 0.199
26 H 0.565
27 C -1.460
28 C -0.389
29 C -1.086
30 C -1.029
31 C -0.786
32 C 0.429
33 C -1.344
34 C -0.950
35 H 0.508
36 H 0.342
37 H 0.546
38 H 0.314
39 H 1.046
40 H 0.583
41 H 0.387
42 H 0.290
43 H 0.539
44 H 0.510
45 H 0.345
46 H 0.562
47 P 1.294
48 C -0.994
49 C -0.244
50 P 0.668
51 C 0.046
52 C -1.510
53 C -1.056
54 H -0.015
55 H 0.466
56 H 0.458
57 H 0.298
58 H 0.597
59 H -1.088
60 H 0.329
61 H 0.530
62 H 0.062
63 H -0.819
64 H 0.770
65 H 0.493
66 H 0.409
67 H 0.320
68 Cl -0.201
69 C 0.346
70 C -0.677
71 C -0.361
72 C 0.453
73 C -0.054
74 C -0.892
75 C 0.045
76 O -0.864
77 O -0.673
78 H 0.416
79 H 0.432
80 H 0.417
81 H 0.409



4.
DFT (wB97M-V/def2-TZVPD) results for a structure of composition C26H25N2O4S4SbTc in a non-equilibrium geometry.

```
63
Properties=species:S:1:pos:R:3:forces:R:3
Tc -0.16308 -0.37954 -0.60226 1.24 0.33 -0.60
O -0.80625 -0.22805 -2.32913 -0.58 -0.18 -0.28
C -1.55179 0.54566 -3.12657 0.38 -0.29 0.40
C -1.60539 0.25411 -4.48399 -0.09 0.02 -0.12
C -2.39225 1.04396 -5.29999 0.02 -0.01 0.00
C -3.12101 2.12137 -4.78627 0.03 -0.03 0.04
C -3.04517 2.41149 -3.44210 0.00 0.02 -0.05
C -2.25178 1.62556 -2.59682 -0.03 0.13 0.10
C -2.15413 1.94272 -1.19948 -0.06 0.04 -0.08
N -1.44486 1.34106 -0.31708 -0.01 0.07 0.04
C -1.53255 1.88725 1.05318 -0.01 -0.02 -0.05
C -0.25604 1.48765 1.75184 0.13 0.00 0.05
N -0.16856 0.07122 1.44082 0.07 0.06 0.16
C -0.30268 -0.80099 2.38796 -0.05 0.07 -0.02
C -0.75883 -2.13646 2.23328 0.05 -0.01 0.07
C -0.69230 -3.03548 3.31708 0.05 0.03 -0.01
C -1.33285 -4.24317 3.26502 -0.04 -0.03 -0.10
C -2.09875 -4.55207 2.12672 0.02 -0.02 0.10
C -2.18884 -3.69195 1.05911 0.06 0.01 -0.06
C -1.48620 -2.47430 1.06866 -0.19 -0.05 -0.15
O -1.58692 -1.66112 0.04152 0.07 0.01 0.23
H -1.03590 -0.58095 -4.86711 -0.02 -0.01 0.01
H -2.44254 0.82066 -6.35754 -0.01 0.01 0.00
H -3.73519 2.72356 -5.44022 0.01 0.00 -0.01
H -3.58873 3.25263 -3.02830 -0.01 -0.02 0.00
H -2.74851 2.79325 -0.86561 0.01 0.00 -0.02
H -1.68299 2.96622 1.03231 0.02 0.00 -0.05
H -2.37982 1.41596 1.55577 -0.01 0.00 0.00
H 0.60614 2.01629 1.34355 0.01 0.00 0.01
H -0.31210 1.66434 2.82633 0.00 -0.06 0.00
H -0.13469 -0.44016 3.40292 -0.06 -0.01 0.00
H -0.11287 -2.75669 4.19010 -0.05 0.02 0.01
H -1.27052 -4.93916 4.08903 -0.01 0.00 -0.01
H -2.63905 -5.49008 2.09159 0.02 -0.01 -0.01
H -2.77236 -3.93441 0.18112 -0.02 0.00 0.03
S 4.77283 1.20662 -1.27360 0.04 0.05 0.03
Sb 5.30286 1.45423 1.11194 0.10 0.07 -0.11
S 3.15607 -0.03207 -1.43546 0.24 -0.27 -0.11
S 1.57536 1.09863 -0.92347 -0.98 -0.35 0.32
S 3.55097 0.65888 2.14877 -0.22 -0.12 0.05
C 2.95105 -7.90197 0.74860 0.02 0.05 -0.01
C 2.50608 -6.51182 0.38647 0.04 -0.03 0.02
C 3.20463 -5.39265 0.82615 -0.01 -0.03 0.00
C 2.79859 -4.10332 0.52320 0.07 0.04 0.05
C 3.62782 -2.96051 1.04600 -0.03 0.00 -0.04
C 1.65631 -3.92989 -0.28048 -0.32 -0.04 -0.27
C 0.93880 -5.04437 -0.74997 -0.02 -0.07 -0.13
C -0.29878 -4.97705 -1.61446 0.03 0.06 0.05
C 1.38219 -6.31298 -0.39762 -0.06 -0.01 -0.01
C 1.13892 -2.58211 -0.58753 0.55 0.05 0.45
O 0.60732 -2.19825 -1.65487 -0.21 0.49 0.02
O 1.16769 -1.66415 0.31911 -0.12 -0.05 0.01
H 3.84769 -7.88411 1.36576 0.00 0.00 0.00
H 3.16554 -8.48655 -0.14703 0.00 0.01 0.00
H 2.16923 -8.42634 1.29979 -0.01 0.01 0.00
H 4.09649 -5.52992 1.42668 -0.01 0.01 0.00
H 4.52490 -3.34909 1.52604 -0.01 0.02 -0.01
H 3.07659 -2.36416 1.77062 -0.01 0.03 0.02
H 3.93234 -2.28638 0.24379 -0.03 0.02 0.03
H -0.72658 -3.98362 -1.69446 -0.02 -0.03 0.03
H -1.05478 -5.65353 -1.21545 0.01 -0.03 -0.02
H -0.05949 -5.31257 -2.62528 0.01 0.02 -0.01
H 0.82506 -7.17253 -0.75577 -0.01 0.01 0.02
```
Forces are in eV/Å.

LUMO level (spin up / spin down): -0.18001 / -0.18009 Ha
HOMO (spin up / spin down): -10.58 / -10.58 eV
Orbital gap (spin up / spin down): 0.2090 / 0.2089 Eh
Molar mass: 777.52 g mol⁻¹
Net charge: +1
Strongest force on any atom: 1.417 eV Å⁻¹
Multiplicity: 1

Atom-resolved charges from Mulliken, all expressed in e:
1 Tc 0.013
2 O 0.143
3 C 0.488
4 C -1.022
5 C -0.462
6 C -0.774
7 C -0.824
8 C 0.632
9 C 0.015
10 N 0.266
11 C -0.902
12 C -0.895
13 N 0.709
14 C -0.416
15 C 0.465
16 C -0.634
17 C -0.922
18 C -0.425
19 C -0.615
20 C 0.748
21 O -0.602
22 H 0.497
23 H 0.433
24 H 0.423
25 H 0.409
26 H 0.363
27 H 0.594
28 H 0.259
29 H 0.173
30 H 0.481
31 H 0.458
32 H 0.461
33 H 0.454
34 H 0.436
35 H 0.565
36 S -0.273
37 Sb 0.700
38 S 0.076
39 S 0.010
40 S -0.387
41 C -1.530
42 C 0.672
43 C -1.012
44 C 0.642
45 C -1.098
46 C 1.144
47 C 1.054
48 C -2.066
49 C -0.752
50 C 0.432
51 O -0.671
52 O -0.435
53 H 0.361
54 H 0.350
55 H 0.342
56 H 0.304
57 H 0.411
58 H 0.091
59 H 0.123
60 H 0.153
61 H 0.432
62 H 0.458
63 H 0.479